No. 1
{"formula": "C20H22N2O3", "method": "wB97M-V/def2-TZVPD", "e_homo_ev": -8.038, "spin_multiplicity": 1, "de_lowest_kj_mol": 1658.38, "orbital_gap_ha": 0.2779, "species": ["H", "H", "C", "H", "H", "H", "C", "C", "C", "N", "H", "C", "H", "C", "O", "C", "C", "C", "H", "H", "C", "H", "O", "H", "C", "C", "H", "H", "C", "N", "C", "H", "H", "H", "C", "C", "O", "H", "H", "H", "C", "C", "H", "H", "C", "H", "C"], "coordinates": [[-3.345, 1.149, -0.780], [3.729, 1.115, 2.121], [-2.095, -1.491, 0.625], [3.297, -1.182, 3.046], [3.171, -3.226, -1.253], [-2.456, 3.111, -1.927], [-3.533, -0.801, -1.140], [-1.615, 3.168, -1.593], [2.542, -0.657, 2.618], [3.372, 3.404, 0.344], [1.982, -0.266, 3.413], [-3.461, -1.343, 0.085], [2.220, 0.598, 1.109], [0.258, 4.398, -0.984], [0.487, -4.034, 0.479], [-1.002, 1.955, -1.497], [2.097, -3.903, 0.108], [0.620, -1.667, 1.678], [-4.575, -0.769, -1.488], [-1.999, 0.462, 1.661], [-0.238, -2.779, 0.833], [1.611, -3.279, -1.791], [-0.613, -0.268, -2.052], [2.038, -2.058, -0.953], [-1.324, -2.511, 0.440], [2.455, 3.273, -0.439], [0.375, 0.321, 2.442], [-1.454, 5.259, -1.462], [-0.893, 4.306, -1.440], [-2.844, 0.413, -1.645], [3.031, 0.285, 1.718], [-4.135, -2.254, 0.181], [2.085, -4.991, 0.031], [2.466, -3.570, 0.858], [1.073, 3.293, -0.661], [-1.471, -0.427, 1.270], [2.037, -1.835, 1.965], [-4.213, -0.663, 0.899], [3.745, -0.173, 0.947], [0.967, 1.063, -0.878], [2.053, -3.057, -1.070], [-0.118, -0.511, 2.034], [-2.833, -1.337, -1.759], [0.613, 5.380, -0.738], [-1.472, 0.676, -1.700], [-1.883, -3.385, 0.001], [0.467, 1.966, -0.857]], "nbo_charge": [0.34, 0.25, -0.06, 0.20, 0.19, 0.19, -0.26, -0.13, -0.10, -0.27, 0.18, -0.38, 0.21, -0.17, -0.61, -0.11, 0.02, 0.29, 0.21, 0.20, 0.36, 0.19, -0.62, 0.22, -0.33, 0.26, 0.21, 0.22, -0.20, -0.58, -0.64, 0.26, 0.21, 0.17, -0.18, -0.19, -0.52, 0.17, 0.22, 0.23, -0.57, -0.33, 0.23, 0.22, 0.62, 0.22, -0.05]}

No. 2
{"formula": "CH5N3O", "method": "wB97M-V/def2-TZVPD", "e_homo_ev": [-7.611, -10.019], "spin_multiplicity": 3, "de_lowest_kj_mol": 102.58, "orbital_gap_ha": [0.2972, 0.3763], "species": ["O", "H", "N", "N", "H", "N", "H", "H", "H", "C"], "coordinates": [[-2.688, -0.087, 0.612], [-1.139, -1.095, -0.057], [-2.723, 0.593, -0.321], [-0.277, 0.537, -0.755], [0.500, 0.774, 1.111], [0.220, 1.322, 0.264], [0.602, -1.279, -0.031], [-0.166, -1.268, -1.417], [-0.085, 2.335, 0.041], [-0.241, -0.844, -0.539]], "lowdin_spin": [0.40, 0.02, 0.67, 0.55, 0.01, 0.27, 0.01, 0.00, 0.00, 0.06]}

No. 3
{"formula": "CO3Pb", "method": "wB97M-V/def2-TZVPD", "e_homo_ev": [-21.459, -21.465], "spin_multiplicity": 1, "de_lowest_kj_mol": 176.28, "orbital_gap_ha": [0.2874, 0.2876], "charge": 2, "species": ["O", "O", "C", "O", "Pb"], "coordinates": [[-2.075, 0.658, -0.242], [0.117, -0.084, 0.476], [-1.179, 0.050, 0.241], [-0.927, -1.079, -0.361], [2.171, 0.405, -0.069]], "nbo_charge": [-0.31, -0.58, 0.93, 0.02, 1.94]}

No. 4
{"formula": "C5H8O2", "method": "wB97M-V/def2-TZVPD", "e_homo_ev": -9.377, "spin_multiplicity": 1, "de_lowest_kj_mol": 516.45, "orbital_gap_ha": 0.3778, "species": ["H", "C", "H", "H", "C", "H", "H", "C", "O", "C", "H", "H", "C", "H", "O"], "coordinates": [[0.960, -1.457, -0.910], [1.461, 0.658, -0.371], [-2.638, -0.979, -0.233], [1.791, -0.461, -0.957], [-0.211, -0.998, -0.450], [-1.295, 1.663, -0.110], [1.174, 1.353, -1.166], [0.309, 0.175, 0.435], [0.711, -0.266, 1.716], [-1.154, 0.740, 0.462], [2.357, 0.930, 0.184], [0.660, -1.231, 1.701], [-1.652, -0.512, -0.272], [-1.509, 0.853, 1.489], [-0.964, -0.467, -1.519]], "nbo_charge": [0.21, -0.55, 0.21, 0.14, 0.03, 0.22, 0.23, 0.15, -0.71, -0.44, 0.23, 0.47, 0.07, 0.23, -0.51]}

No. 5
{"formula": "C5H3NO", "method": "wB97M-V/def2-TZVPD", "e_homo_ev": [-8.906, -8.906], "spin_multiplicity": 1, "de_lowest_kj_mol": 531.63, "orbital_gap_ha": [0.3132, 0.3132], "species": ["H", "C", "C", "C", "N", "H", "O", "C", "C", "H"], "coordinates": [[0.167, -1.011, -1.260], [0.216, -0.709, -0.214], [-1.472, 1.315, 0.434], [1.895, 0.289, 0.016], [-0.279, 1.678, 0.497], [0.227, -1.524, 0.511], [-2.667, -0.824, -0.146], [-1.756, -0.122, 0.026], [0.688, 0.642, 0.162], [2.980, 0.266, -0.025]], "nbo_charge": [0.23, -0.49, 0.07, -0.08, -0.40, 0.23, -0.43, 0.58, 0.02, 0.26]}

No. 6
{"formula": "C5H17N2O3", "method": "wB97M-V/def2-TZVPD", "e_homo_ev": [3.858, -1.920], "spin_multiplicity": 2, "orbital_gap_ha": [0.0861, 0.2944], "charge": -2, "species": ["C", "H", "H", "H", "C", "H", "H", "H", "H", "H", "C", "N", "C", "H", "O", "H", "H", "N", "O", "O", "H", "H", "H", "H", "H", "H", "C"], "coordinates": [[0.603, -2.264, -0.231], [1.345, 2.244, -3.038], [0.996, 0.377, 0.616], [-2.525, -0.060, -1.869], [-0.024, -1.551, 1.001], [1.256, -0.800, 3.239], [0.230, 0.713, 3.480], [1.665, 0.899, 2.676], [-0.091, -0.790, -1.559], [0.247, -2.218, 1.875], [-0.779, 1.645, 0.028], [-0.990, 0.590, 1.207], [0.257, -0.146, 1.287], [-1.854, 0.125, 0.963], [1.103, 2.938, -2.339], [0.093, -3.270, -0.374], [-1.112, -1.890, 0.776], [0.517, -1.670, -1.577], [-0.302, 1.113, -1.100], [-2.065, 0.220, -2.695], [1.462, -1.212, -1.639], [0.640, 2.151, -1.710], [1.600, -2.523, 0.140], [-0.085, 2.417, 0.485], [-1.282, 0.643, -2.222], [-1.731, 2.186, -0.130], [0.827, 0.133, 2.712]], "lowdin_spin": [0.10, 0.00, 0.00, 0.01, 0.13, 0.12, 0.05, 0.04, 0.00, 0.09, 0.01, 0.01, 0.01, 0.01, 0.00, 0.03, 0.03, 0.00, 0.00, 0.01, 0.01, 0.00, 0.04, 0.00, 0.00, 0.00, 0.29]}

No. 7
{"formula": "C4H7NO2", "method": "wB97M-V/def2-TZVPD", "e_homo_ev": -9.128, "spin_multiplicity": 1, "de_lowest_kj_mol": 503.77, "orbital_gap_ha": 0.3506, "species": ["N", "H", "O", "H", "C", "H", "H", "H", "C", "C", "H", "O", "C", "H"], "coordinates": [[0.296, 0.284, 1.050], [-0.455, 1.760, -0.713], [-0.748, -0.346, -1.831], [-0.736, -1.232, -2.217], [-0.899, 0.392, 1.729], [-1.093, 1.421, 2.080], [0.945, 1.161, 0.732], [1.328, -0.306, -1.863], [0.488, -0.120, -1.178], [0.521, 1.274, -0.584], [1.579, -1.272, 0.390], [-1.642, -0.537, 1.947], [0.592, -0.857, 0.165], [-0.176, -1.623, 0.292]], "nbo_charge": [-0.56, 0.18, -0.72, 0.47, 0.54, 0.12, 0.42, 0.18, -0.01, -0.26, 0.21, -0.56, -0.25, 0.24]}

No. 8
{"formula": "C19H30N4O2", "method": "wB97M-V/def2-TZVPD", "e_homo_ev": -7.126, "spin_multiplicity": 1, "de_lowest_kj_mol": 2172.74, "orbital_gap_ha": 0.2784, "species": ["H", "H", "C", "H", "H", "C", "H", "C", "H", "C", "H", "C", "H", "C", "H", "H", "C", "N", "C", "O", "C", "H", "C", "C", "C", "H", "H", "H", "H", "H", "H", "C", "H", "H", "H", "H", "H", "H", "N", "H", "C", "C", "C", "H", "C", "O", "N", "H", "H", "H", "H", "C", "N", "C", "H"], "coordinates": [[3.100, 0.627, 1.694], [5.447, 0.645, -1.604], [-0.128, 2.343, 1.280], [-4.622, -1.107, 1.479], [-1.691, -0.559, 1.520], [-2.316, 3.060, 1.747], [-3.034, -3.046, 0.030], [4.731, 0.127, -2.141], [-0.407, -1.297, 2.246], [-3.258, -2.688, 0.857], [5.114, -0.547, -2.838], [1.882, -0.254, -0.549], [4.204, 1.243, 0.336], [1.394, 0.950, -0.942], [6.018, -0.289, 0.786], [-1.863, -3.382, 2.184], [-2.238, -2.503, 1.978], [3.366, -0.654, -0.093], [3.915, 0.128, 0.792], [-5.457, -0.172, -1.606], [-0.743, 0.771, -1.994], [-3.773, 1.599, -2.369], [-4.247, -0.058, -1.422], [-4.227, -1.608, 0.501], [-3.266, 0.756, -2.146], [0.165, -0.288, -3.326], [-3.133, 3.505, 2.321], [-5.168, -2.064, -0.147], [-2.887, -2.105, 2.826], [1.720, 0.797, -1.978], [5.526, 0.311, 2.528], [-0.501, 1.618, 0.057], [1.542, -1.367, -0.668], [3.428, -1.695, -1.821], [0.896, 2.336, 1.424], [-4.051, -3.489, 1.111], [-0.685, 3.302, 2.937], [-2.907, 0.110, -3.011], [-0.763, 0.035, -2.881], [2.042, 1.829, -0.631], [-0.993, 2.956, 1.875], [4.067, -1.301, -1.230], [-1.298, -1.462, 1.653], [3.987, 0.619, -2.429], [-2.805, 2.194, 0.442], [-3.649, -0.817, -0.162], [-2.131, 1.315, -1.466], [4.823, -1.791, -0.980], [-3.726, 2.309, 0.318], [4.947, -1.321, 1.719], [-0.793, -1.852, 0.746], [-2.018, 1.877, -0.392], [0.065, 1.066, -0.942], [5.139, -0.426, 1.470], [1.259, -0.286, 0.910]], "nbo_charge": [0.19, 0.20, -0.30, 0.13, 0.21, -0.19, 0.18, -0.61, 0.21, -0.39, 0.20, -0.15, 0.10, -0.31, 0.20, 0.20, -0.38, -0.48, -0.17, -0.52, 0.62, 0.24, 0.80, 0.01, -0.36, 0.38, 0.22, 0.14, 0.18, 0.20, 0.20, 0.25, 0.27, 0.18, 0.21, 0.18, 0.20, 0.30, -0.71, 0.24, -0.27, -0.12, -0.60, 0.16, -0.29, -0.57, -0.41, 0.17, 0.18, 0.18, 0.18, 0.20, -0.45, -0.56, 0.10]}

No. 9
{"formula": "C2H3Br2N", "method": "wB97M-V/def2-TZVPD", "e_homo_ev": -10.104, "spin_multiplicity": 1, "de_lowest_kj_mol": 44.45, "orbital_gap_ha": 0.3905, "species": ["H", "C", "N", "Br", "H", "Br", "H", "C"], "coordinates": [[-1.322, -0.697, -0.770], [1.209, 0.052, -0.029], [0.133, 0.778, -0.048], [1.425, -1.784, 0.122], [-1.758, 0.964, -0.160], [2.798, 0.965, 0.056], [-1.319, -0.377, 0.870], [-1.165, 0.099, -0.042]], "nbo_charge": [0.21, 0.00, -0.40, 0.10, 0.22, 0.13, 0.20, -0.46]}

No. 10
{"formula": "C4H2OYb", "method": "wB97M-V/def2-TZVPD", "e_homo_ev": [-11.168, -12.733], "spin_multiplicity": 2, "de_lowest_kj_mol": 469.11, "orbital_gap_ha": [0.1744, 0.2253], "charge": 1, "species": ["C", "H", "Yb", "C", "H", "C", "C", "O"], "coordinates": [[-0.110, -0.114, -0.418], [-0.668, 0.370, -1.232], [-1.974, -1.685, -0.064], [0.072, 0.565, 0.940], [-0.699, 1.444, 1.576], [0.974, -0.951, -0.907], [0.413, 1.693, 0.513], [1.990, -1.322, -0.408]], "lowdin_spin": [0.11, 0.00, 0.07, 0.04, 0.01, 0.44, 0.03, 0.30]}

No. 11
{"formula": "C3H12NO2", "method": "wB97M-V/def2-TZVPD", "e_homo_ev": -14.562, "spin_multiplicity": 1, "de_lowest_kj_mol": 166.42, "orbital_gap_ha": 0.4222, "charge": 1, "species": ["H", "H", "H", "C", "H", "C", "H", "H", "H", "H", "O", "O", "H", "H", "H", "N", "C", "H"], "coordinates": [[-1.463, 3.172, -1.146], [-0.939, 0.401, 0.414], [-1.778, -1.948, -2.096], [-0.267, -2.123, -0.751], [0.217, 0.603, -0.594], [0.490, -1.251, 0.220], [0.843, 2.008, 1.360], [1.509, -1.036, -0.123], [0.331, -2.373, -1.625], [-0.352, -3.053, -0.221], [-0.579, 2.871, -0.872], [-1.421, -1.455, -1.309], [1.944, 0.490, 1.625], [-0.149, 3.573, -0.390], [0.273, 0.575, 2.413], [0.034, 0.228, 0.315], [0.890, 0.960, 1.562], [0.417, -1.644, 1.217]], "nbo_charge": [0.50, 0.44, 0.51, -0.09, 0.44, -0.22, 0.24, 0.22, 0.19, 0.19, -0.98, -0.74, 0.25, 0.49, 0.23, -0.51, -0.37, 0.22]}

No. 12
{"formula": "C2H4OS2", "method": "wB97M-V/def2-TZVPD", "e_homo_ev": -9.089, "spin_multiplicity": 1, "de_lowest_kj_mol": 254.60, "orbital_gap_ha": 0.2936, "species": ["H", "H", "C", "C", "S", "S", "H", "O", "H"], "coordinates": [[1.678, 0.360, -0.770], [0.114, 1.505, -0.686], [1.073, 1.132, -0.271], [-0.753, -0.650, 0.614], [-1.751, -1.197, -0.560], [1.788, 1.802, 1.019], [0.311, -0.872, 0.894], [-1.136, -2.137, -1.501], [-1.323, 0.058, 1.260]], "nbo_charge": [0.21, 0.21, -0.49, -0.77, 1.18, 0.06, 0.26, -0.90, 0.24]}

Number 1: molecular weight 338.4 g/mol. Number 2: molecular weight 75.1 g/mol. Number 3: molecular weight 267.2 g/mol. Number 4: molecular weight 100.1 g/mol. Number 5: molecular weight 93.1 g/mol. Number 6: molecular weight 153.2 g/mol. Number 7: molecular weight 101.1 g/mol. Number 8: molecular weight 346.5 g/mol. Number 9: molecular weight 200.9 g/mol. Number 10: molecular weight 239.1 g/mol. Number 11: molecular weight 94.1 g/mol. Number 12: molecular weight 108.2 g/mol.